# 1
One molecule with the formula C14H23N3O3, computed with wB97M-V/def2-TZVPD.

Geometry as XYZ:
```
43
Properties=species:S:1:pos:R:3:forces:R:3
C 2.1168 2.2729 -0.0066 0.13 0.13 0.13
C 2.9792 2.5738 1.2150 0.01 -0.21 0.02
C 2.7570 1.5741 2.3508 -0.11 0.26 -0.04
C 1.3772 1.7076 2.9917 0.25 -0.23 0.13
C 1.1270 0.7038 4.1185 -0.26 -0.15 -0.40
C 1.0593 -0.7462 3.6359 0.54 0.12 0.39
O 0.0482 -0.9029 2.6401 -0.30 0.09 0.22
C 0.4350 -1.0949 1.3767 -0.24 -0.05 -0.29
O 1.5795 -1.2275 1.0272 0.09 -0.02 -0.05
C -0.7570 -1.0952 0.4478 0.28 -0.21 -0.08
C -0.4701 -1.8807 -0.8366 -0.14 0.18 0.03
C -1.4909 -1.5776 -1.8932 0.20 -0.01 0.05
C -1.3427 -0.5997 -2.8373 -0.16 -0.41 0.25
C -0.1206 0.2582 -2.9324 -0.02 -0.04 0.00
N -2.2865 -0.3331 -3.7789 -0.27 0.28 -0.50
C -3.3794 -1.0314 -3.7746 0.23 0.03 0.25
N -4.3605 -0.7358 -4.6676 -0.30 -0.12 -0.06
N -3.6130 -2.0191 -2.8737 -0.20 0.02 -0.19
C -2.7016 -2.3594 -1.8614 0.04 0.21 -0.28
O -2.9896 -3.2455 -1.0799 -0.05 -0.18 0.22
H 1.0660 2.4637 0.1998 -0.15 -0.02 -0.05
H 2.4131 2.8986 -0.8458 -0.05 0.04 -0.12
H 2.2306 1.2297 -0.2936 -0.03 -0.14 -0.09
H 4.0300 2.5315 0.9199 0.02 0.09 0.01
H 2.7754 3.5874 1.5695 0.08 0.06 0.01
H 3.5193 1.7279 3.1190 0.04 -0.05 0.05
H 2.8829 0.5693 1.9465 0.07 -0.06 0.06
H 1.2698 2.7166 3.3980 -0.06 0.04 -0.07
H 0.6039 1.5758 2.2334 -0.09 0.09 -0.02
H 0.1796 0.9490 4.6032 0.03 -0.01 0.11
H 1.9208 0.7717 4.8646 0.00 -0.01 0.09
H 2.0173 -1.0690 3.2190 -0.16 0.00 0.11
H 0.7834 -1.4056 4.4633 0.03 0.04 -0.14
H -0.9687 -0.0495 0.2046 -0.01 0.03 0.06
H -1.6244 -1.4984 0.9693 -0.02 0.08 -0.01
H -0.5133 -2.9473 -0.6098 0.12 0.03 -0.02
H 0.5340 -1.6365 -1.1828 -0.03 -0.05 0.01
H 0.0669 0.7763 -1.9950 0.10 0.06 0.11
H -0.2609 0.9864 -3.7253 0.02 0.03 0.00
H 0.7525 -0.3511 -3.1590 0.12 -0.01 0.02
H -5.0647 -1.4229 -4.8739 0.03 0.05 -0.06
H -4.0968 -0.1084 -5.4080 0.03 -0.03 0.02
H -4.4841 -2.5364 -2.8785 0.15 0.06 0.08
```
Positions in Å, forces in eV/Å.

Output
SMILES string = CCCCCCOC(=O)CCc1c(C)nc(N)[nH]c1=O
HOMO level = -8.32 eV
Largest force on an atom = 0.676 eV Å⁻¹
Multiplicity = 1
ΔE to the lowest compared entry with this formula, charge and spin = 0.0119 eV
Orbital gap = 8.90 eV
Total energy = -25506.0117 eV

***

# 2
One molecule with the formula C5H8O, computed with wB97M-V/def2-TZVPD.

Geometry as XYZ:
```
14
Properties=species:S:1:pos:R:3:forces:R:3
C 0.9732 -0.9611 0.9026 0.11 0.02 0.01
C -0.3469 -0.7838 0.1856 0.00 -0.10 0.04
C -1.2381 0.3722 0.4740 -0.11 0.09 0.12
C -0.5576 0.2824 -0.8795 0.01 0.01 -0.19
C 0.5259 1.2402 -1.1965 -0.02 0.04 -0.21
O 0.7872 1.6163 -2.3162 -0.07 -0.12 0.44
H 1.3763 -0.0096 1.2647 -0.08 -0.14 -0.06
H 0.8431 -1.6133 1.7725 0.01 0.09 -0.12
H 1.7259 -1.4164 0.2479 -0.14 0.06 0.11
H -0.8490 -1.7198 -0.0505 0.06 0.16 0.02
H -0.8662 1.1337 1.1592 -0.04 -0.16 -0.14
H -2.3156 0.2332 0.4994 0.22 0.02 -0.03
H -1.1608 0.0068 -1.7413 0.10 0.06 0.17
H 1.1024 1.6193 -0.3220 -0.06 -0.03 -0.16
```
Positions in Å, forces in eV/Å.

Output
SMILES string = C[C@H]1C[C@H]1C=O
HOMO level = -9.72 eV
Largest force on an atom = 0.465 eV Å⁻¹
Multiplicity = 1
ΔE to the lowest compared entry with this formula, charge and spin = 1.1293 eV
Orbital gap = 10.77 eV
Total energy = -7361.1260 eV

***

# 3
A 12-piece molecular cluster, C43H113N3O14 overall in a non-equilibrium geometry, computed with wB97M-V/def2-TZVPD.

Geometry as XYZ:
```
173
Properties=species:S:1:pos:R:3:forces:R:3
C -0.4107 -3.9806 7.9453 0.09 1.56 0.60
O -1.0339 -2.8183 7.3119 -1.36 -3.49 -0.79
C -0.7096 -1.5532 7.6886 -0.59 1.24 1.38
C 0.2282 -0.8890 6.7839 1.41 0.17 -1.08
N 0.4507 0.4642 7.1856 -0.49 0.95 -0.40
C 1.5011 1.2001 6.4843 0.46 0.90 0.08
C 1.3327 1.5769 5.0135 -0.35 -2.00 0.58
O 1.4736 0.3348 4.2859 -0.38 1.40 0.52
C 1.2244 0.5221 2.9079 -0.90 -0.76 1.08
H 0.6495 -3.7274 7.9528 0.19 -0.93 -0.14
H -0.7199 -4.9438 7.5394 0.35 0.48 -1.17
H -0.7211 -4.1634 8.9740 -0.18 0.88 0.42
H -0.2610 -1.5248 8.6816 -0.14 -0.02 0.44
H -1.6087 -0.9371 7.6982 -0.45 -0.05 0.38
H -0.0996 -0.8323 5.7459 -0.07 -0.58 -0.06
H 1.1237 -1.5050 6.8660 0.66 -0.08 -0.64
H 0.5390 0.5174 8.1903 0.33 0.32 -0.02
H 2.4618 0.6905 6.5578 0.29 -0.01 0.13
H 1.5744 2.1994 6.9133 0.19 -0.16 0.74
H 2.0756 2.3057 4.6895 0.38 -0.07 0.12
H 0.3686 2.0722 4.8983 -0.47 -0.28 -0.42
H 1.2264 -0.5060 2.5456 0.99 0.28 -0.89
H 1.9012 1.2976 2.5493 -0.07 -0.44 -0.74
H 0.1755 0.7928 2.7870 -0.25 0.70 -0.21
C -2.5137 -3.7718 2.5217 -0.25 1.06 -0.74
O -3.3555 -4.0285 3.6218 -0.07 0.15 1.94
C -2.8818 -3.6424 4.9450 1.59 -0.60 -1.69
C -3.9503 -2.9057 5.6473 -2.57 0.07 1.93
N -4.8480 -2.2520 4.6844 4.06 2.00 1.49
C -4.5861 -0.8071 4.5004 -2.12 0.37 -0.17
C -3.1518 -0.3201 4.0501 1.44 -1.44 -0.53
O -2.9772 -0.1978 2.6665 -0.36 1.76 0.93
C -3.6206 0.9802 2.1642 -0.61 -0.79 -2.16
H -1.6976 -4.4778 2.3678 -0.32 -0.24 0.11
H -2.1121 -2.7589 2.5532 0.39 0.12 0.34
H -3.2214 -3.6923 1.6966 0.35 -0.65 -0.38
H -2.0402 -2.9518 4.8923 0.38 -0.39 -0.32
H -2.6143 -4.5183 5.5361 0.21 0.04 -0.24
H -3.6155 -2.2887 6.4812 0.18 0.47 -0.43
H -4.4830 -3.6862 6.1907 -0.86 -0.09 -0.07
H -4.5424 -2.8055 3.8968 -1.13 -0.78 -1.95
H -4.9059 -0.1844 5.3359 0.42 -0.71 0.77
H -5.3162 -0.4405 3.7788 0.26 -0.23 -0.64
H -2.3008 -0.9750 4.2374 -0.51 -0.60 0.94
H -2.9180 0.5501 4.6634 -0.36 0.54 -0.37
H -4.6126 0.6244 1.8861 -0.63 0.65 0.45
H -3.2337 1.2083 1.1710 0.62 -0.20 0.06
H -3.5921 1.9318 2.6950 0.11 -0.50 0.80
C -1.4566 -2.4763 -8.2839 0.86 1.11 -1.54
C -2.1194 -3.4643 -7.4331 0.11 -2.93 3.63
C -2.7020 -2.9663 -6.0921 0.50 0.87 -0.91
O -3.5513 -1.8851 -6.3956 -0.32 1.73 1.53
C -3.5868 -0.9873 -5.2565 0.00 0.04 -0.69
N -3.0170 -4.3024 -8.1490 -1.68 0.51 -2.05
H -0.5899 -2.9298 -8.7648 0.06 -0.10 0.03
H -1.0842 -1.5812 -7.7857 -0.26 -0.04 0.22
H -2.0779 -2.1799 -9.1290 -0.27 0.27 0.19
H -1.3633 -4.1725 -7.0944 0.53 0.01 0.23
H -1.8464 -2.6632 -5.4888 0.17 0.43 0.24
H -3.2761 -3.6512 -5.4681 0.11 -0.79 -0.34
H -2.6314 -0.4779 -5.1303 0.43 -0.27 0.00
H -3.8299 -1.5038 -4.3280 -0.05 -0.25 0.02
H -4.2856 -0.1579 -5.3659 -0.40 -0.41 -0.52
H -3.5734 -4.9965 -7.6707 0.68 -0.18 0.79
H -3.7358 -3.6517 -8.4320 -0.47 0.01 -0.78
C 1.4044 0.8506 -2.1242 2.36 -0.17 -1.40
C 0.3001 0.8281 -1.2028 -2.70 -1.60 -0.11
C -1.0526 0.6874 -2.0018 -0.47 1.37 0.66
O 0.3517 -0.3655 -0.4298 -0.31 -0.99 0.57
H 1.2210 1.5727 -2.9197 0.58 0.31 0.17
H 1.6218 -0.0957 -2.6195 -0.75 -0.29 -0.18
H 2.3289 0.9734 -1.5599 0.28 0.84 -0.24
H 0.3879 1.6751 -0.5224 -0.70 0.30 -0.20
H -1.2640 -0.1697 -2.6412 1.09 -0.48 0.19
H -1.2153 1.5371 -2.6648 0.28 0.28 -0.02
H -1.9298 0.7077 -1.3551 0.09 0.07 0.48
H 0.8898 -0.3126 0.3635 0.29 0.17 0.05
C -2.8042 -2.9431 -1.3775 -1.68 2.18 -0.21
C -1.5770 -3.7368 -1.0982 -2.22 -0.68 -0.34
C -1.6992 -5.0187 -1.8923 1.33 -0.79 0.85
O -0.5209 -2.9897 -1.4998 2.23 0.53 -0.65
H -2.6758 -1.9040 -1.0744 0.36 0.29 0.37
H -3.7681 -3.1670 -0.9205 0.09 -0.86 0.15
H -2.9968 -2.8067 -2.4416 0.14 -0.49 -0.24
H -1.5422 -3.9196 -0.0242 0.17 -0.47 0.29
H -0.9716 -5.7151 -1.4755 -0.27 -0.52 0.26
H -1.3324 -4.9748 -2.9178 -0.64 0.67 -0.20
H -2.7187 -5.3879 -1.7809 0.21 -0.28 -0.31
H -0.5212 -2.1824 -0.9802 0.43 0.56 0.03
C 0.5506 4.7728 -0.5088 -0.23 0.72 0.83
C -0.4846 5.9229 -0.4817 -0.02 0.03 -1.36
C -0.9692 6.3451 0.8860 1.32 0.23 1.21
O 0.1312 6.9854 -1.2413 -0.33 0.25 1.34
H 0.1271 3.8581 -0.0940 0.10 -0.29 -0.40
H 1.4084 5.0328 0.1113 -0.12 0.24 0.55
H 1.0565 4.7147 -1.4726 -0.79 -0.47 -0.20
H -1.4100 5.6823 -1.0050 0.17 -0.63 -0.44
H -0.0718 6.5612 1.4655 0.09 0.39 0.27
H -1.4457 5.5648 1.4795 -0.14 -0.47 -0.45
H -1.6243 7.2116 0.9756 0.08 0.06 -0.66
H -0.2422 6.9181 -2.1232 0.01 -0.06 -0.36
C 5.7240 1.0699 -4.5167 -0.50 -0.53 0.24
C 5.8554 0.8651 -2.9896 1.07 -1.64 -1.04
C 6.7600 -0.3674 -2.7018 -0.02 0.30 -0.14
O 6.4250 2.0421 -2.5594 0.70 0.97 0.48
H 5.0404 1.8716 -4.7958 -0.06 0.05 0.27
H 5.4011 0.1674 -5.0357 -0.12 -0.13 0.11
H 6.6960 1.3255 -4.9385 0.12 0.04 0.27
H 4.9654 0.5921 -2.4227 -0.83 0.52 -0.40
H 7.7352 -0.2819 -3.1811 -0.04 0.03 -0.21
H 6.2555 -1.2765 -3.0289 0.04 -0.06 -0.15
H 6.9572 -0.4993 -1.6379 -0.14 0.19 0.20
H 6.3849 2.1137 -1.6029 -0.07 0.25 -0.12
C 2.1876 -4.9378 2.1221 -0.91 0.52 0.09
C 1.4858 -3.5991 2.4590 3.25 -0.34 0.18
C 1.8617 -3.2531 3.9363 -1.25 0.56 -0.99
O 2.1138 -2.5668 1.6374 -1.22 0.24 1.30
H 3.1863 -4.9923 2.5552 0.13 0.34 -0.35
H 2.1865 -4.9660 1.0325 0.21 -0.68 0.06
H 1.6634 -5.7889 2.5568 -0.27 -0.07 -0.25
H 0.4258 -3.6685 2.2150 -0.11 0.23 0.29
H 2.9403 -3.1497 4.0551 -0.05 -0.28 -0.22
H 1.4558 -3.9941 4.6250 0.06 -0.07 0.05
H 1.4416 -2.2767 4.1774 -0.07 0.07 0.25
H 2.5908 -2.8565 0.8563 -0.01 -0.25 -0.13
C -0.5169 6.1782 -5.9649 0.42 -0.37 0.48
C -0.4706 5.3350 -4.6907 0.97 0.91 0.62
C 0.9677 5.0632 -4.2556 0.83 -1.34 -0.77
O -1.0150 6.0916 -3.5910 -0.50 -0.14 -0.13
H -0.0827 7.1439 -5.7062 0.10 0.04 -0.11
H -1.5092 6.3688 -6.3737 -0.03 -0.30 0.00
H 0.1409 5.6816 -6.6782 -0.28 0.19 -0.37
H -0.9986 4.3823 -4.7307 -0.11 -0.04 -0.38
H 1.0172 4.2782 -3.5010 -0.23 0.54 0.61
H 1.6361 5.8989 -4.0481 -0.70 0.39 0.53
H 1.5678 4.5528 -5.0089 -0.41 -0.04 -0.81
H -1.9231 6.3072 -3.8156 -0.19 0.14 0.05
C 6.4951 2.5924 1.2928 0.30 -0.46 1.04
C 5.2465 2.2034 0.4729 1.86 0.36 2.05
C 3.9225 2.0930 1.1677 0.25 -1.25 0.85
O 5.0945 3.1641 -0.4823 -0.29 1.23 -2.57
H 6.3994 3.5078 1.8768 -0.25 0.30 -0.24
H 7.3881 2.6643 0.6719 -0.27 0.33 -0.46
H 6.8310 1.8607 2.0276 -0.50 -0.42 0.15
H 5.5988 1.2863 0.0007 -0.78 -0.35 -0.33
H 3.9401 1.4087 2.0160 0.15 -0.30 -0.05
H 3.2584 1.6752 0.4111 -0.50 0.37 0.23
H 3.6031 3.0416 1.5993 -0.12 0.22 -0.46
H 4.9870 4.0443 -0.1144 0.06 -0.03 0.26
C 2.8463 -3.1232 -2.9143 -0.69 -1.38 -0.53
C 2.8406 -3.3553 -1.3994 1.80 0.26 -2.32
C 3.8730 -4.5055 -1.1291 -0.82 0.76 1.55
O 3.2104 -2.0465 -0.8948 0.51 -1.00 1.11
H 3.8032 -3.0945 -3.4356 0.48 0.73 0.78
H 2.2324 -2.2556 -3.1564 -0.04 -0.15 -0.31
H 2.4769 -4.0246 -3.4032 -0.88 0.03 -0.09
H 1.8236 -3.5869 -1.0828 0.05 -0.27 0.16
H 3.9743 -4.6893 -0.0595 0.17 0.28 0.24
H 4.8862 -4.3291 -1.4902 -0.29 0.18 -0.37
H 3.4754 -5.4682 -1.4504 -0.03 0.20 -0.63
H 2.5434 -1.4601 -1.2592 -0.15 0.20 0.12
C -3.9684 4.0605 -1.7087 -0.26 -0.44 0.68
C -4.8726 3.7374 -0.4901 0.77 3.07 -0.49
C -5.7160 4.9868 -0.1562 0.79 0.50 0.71
O -5.6504 2.6617 -0.7049 -1.48 -2.86 -0.84
H -3.4131 4.9735 -1.4934 0.11 -0.12 0.02
H -4.5275 4.2384 -2.6273 -0.19 -0.21 0.07
H -3.2682 3.2355 -1.8398 0.07 0.05 -0.27
H -4.2125 3.5184 0.3491 0.35 0.37 0.29
H -5.0246 5.8237 -0.2542 -0.14 0.30 0.28
H -6.0565 4.9646 0.8791 0.00 -0.04 0.14
H -6.5942 5.2586 -0.7419 0.16 -0.71 -0.51
H -5.8651 2.2364 0.1285 -0.17 0.07 -0.09
```
Positions in Å, forces in eV/Å.

Output
Total charge = +1
HOMO level (alpha / beta) = -10.24 / -10.24 eV
Largest force on an atom = 4.765 eV Å⁻¹
Multiplicity = 2
Orbital gap (alpha / beta) = 7.92 / 2.65 eV
Total energy = -79541.7934 eV